DFT (ωB97M-V/def2-TZVPD) results for C62H84IN9O4Y as an isolated structure.

Summary:
net charge = +1
multiplicity = 1
E_LUMO = -1.7 eV
electronic energy = -3542.7530 hartree
frontier orbital gap = 8.0 eV

Geometry (Å):
Y -1.15 -0.28 0.95
C 1.73 -0.14 -1.27
O 0.93 0.44 -0.23
C 1.41 1.67 0.24
C 2.31 1.70 1.31
C 2.78 0.53 2.17
C 2.82 -0.90 1.69
C 4.04 -1.48 1.40
C 4.18 -2.83 1.05
C 3.01 -3.57 0.98
C 1.75 -3.01 1.22
C 0.50 -3.78 0.88
C 0.18 -3.51 -0.58
C 1.08 -3.92 -1.55
C 0.94 -3.60 -2.89
C -0.15 -2.83 -3.26
C -1.09 -2.40 -2.33
C -2.18 -1.45 -2.79
C -1.54 -0.12 -3.13
C -1.06 0.14 -4.40
C -0.29 1.26 -4.70
C -0.02 2.13 -3.66
C -0.50 1.92 -2.37
C -0.25 2.95 -1.30
C 0.93 2.85 -0.34
C 1.46 4.06 0.09
C 2.41 4.14 1.10
C 2.79 2.94 1.71
C 3.05 5.45 1.54
C 2.51 6.65 0.76
C 2.78 5.70 3.03
C 4.56 5.36 1.31
C -1.28 0.79 -2.09
O -1.76 0.57 -0.86
C 0.22 1.48 -6.12
C -0.97 1.60 -7.08
C 1.09 0.28 -6.54
C 1.07 2.74 -6.24
C -0.92 -2.77 -1.00
O -1.89 -2.38 -0.05
C -2.98 -3.31 -0.03
C 2.02 -4.04 -3.88
C 3.33 -3.34 -3.49
C 2.20 -5.56 -3.82
C 1.67 -3.65 -5.32
C 1.65 -1.67 1.62
O 0.45 -1.14 1.88
C 5.56 -3.41 0.77
C 5.48 -4.88 0.35
C 6.42 -3.31 2.04
C 6.23 -2.63 -0.36
H 1.73 0.50 -2.15
H 1.28 -1.10 -1.52
H 2.75 -0.30 -0.91
H 2.17 0.54 3.08
H 3.79 0.78 2.50
H 4.93 -0.86 1.47
H 3.05 -4.62 0.72
H -0.32 -3.47 1.53
H 0.67 -4.85 1.02
H 1.95 -4.48 -1.22
H -0.28 -2.53 -4.29
H -2.94 -1.32 -2.02
H -2.67 -1.86 -3.68
H -1.29 -0.58 -5.19
H 0.57 3.02 -3.83
H -1.15 3.00 -0.68
H -0.17 3.92 -1.79
H 1.10 4.96 -0.38
H 3.50 2.96 2.53
H 1.43 6.76 0.90
H 2.72 6.56 -0.31
H 2.98 7.56 1.12
H 1.71 5.86 3.21
H 3.31 6.59 3.36
H 3.11 4.87 3.66
H 4.78 5.16 0.25
H 5.02 4.57 1.90
H 5.04 6.30 1.58
H -1.59 0.70 -7.07
H -0.63 1.76 -8.10
H -1.61 2.45 -6.80
H 0.52 -0.65 -6.53
H 1.94 0.17 -5.87
H 1.46 0.43 -7.56
H 0.49 3.64 -5.99
H 1.42 2.85 -7.27
H 1.95 2.70 -5.60
H -2.60 -4.32 0.15
H -3.50 -3.30 -0.99
H -3.66 -3.03 0.77
H 3.63 -3.59 -2.47
H 3.23 -2.26 -3.56
H 4.14 -3.65 -4.16
H 2.52 -5.89 -2.83
H 2.96 -5.88 -4.53
H 1.27 -6.07 -4.06
H 1.59 -2.57 -5.44
H 0.74 -4.12 -5.64
H 2.46 -3.99 -5.99
H 5.04 -5.51 1.14
H 6.49 -5.26 0.16
H 4.90 -5.01 -0.56
H 5.96 -3.86 2.87
H 6.55 -2.27 2.35
H 7.41 -3.73 1.86
H 5.64 -2.69 -1.28
H 7.22 -3.04 -0.56
H 6.35 -1.58 -0.11
C -6.70 2.34 -0.28
C -7.55 1.22 0.31
C -7.77 1.41 1.81
C -6.97 -0.17 -0.01
N -5.69 -0.40 0.64
C -4.45 -0.05 0.26
N -3.63 -0.39 1.23
N -4.38 -0.97 2.20
N -5.61 -0.98 1.84
H -7.19 3.30 -0.12
H -6.56 2.22 -1.36
H -5.72 2.39 0.19
H -8.53 1.23 -0.19
H -6.82 1.47 2.34
H -8.34 0.59 2.24
H -8.31 2.34 1.99
H -6.83 -0.29 -1.08
H -7.63 -0.95 0.35
H -4.17 0.43 -0.66
C -2.79 1.47 3.52
N -2.87 2.49 4.55
C -1.70 2.38 5.42
N -0.46 2.55 4.67
C -0.38 1.54 3.63
N -1.54 1.59 2.70
C -1.55 2.96 2.11
N -1.63 4.00 3.12
C -2.85 3.80 3.91
C -0.48 3.87 4.02
H -3.65 1.58 2.85
H -2.82 0.48 3.97
H -1.70 1.39 5.89
H -1.76 3.14 6.20
H -0.32 0.55 4.08
H 0.52 1.72 3.05
H -2.41 3.05 1.44
H -0.63 3.10 1.54
H -3.72 3.89 3.25
H -2.91 4.57 4.67
H -0.53 4.64 4.78
H 0.44 3.99 3.44
I -4.17 -6.01 3.86
C -3.22 -4.21 4.34
C -3.32 -3.65 5.60
C -2.65 -2.46 5.83
C -1.93 -1.88 4.79
N -1.86 -2.41 3.57
C -2.47 -3.56 3.36
H -3.90 -4.12 6.38
H -2.67 -1.99 6.80
H -1.38 -0.97 4.96
H -2.36 -4.01 2.39

---

DFT (ωB97M-V/def2-TZVPD) results for C10H21N2O7P2PdS2 as an isolated structure.

Summary:
net charge = -1
multiplicity = 1
E_LUMO = 2.6 eV
electronic energy = -2637.1344 hartree
frontier orbital gap = 6.4 eV

Geometry (Å):
Pd 1.43 -1.32 -0.13
C -2.22 -0.47 0.96
C -1.59 -1.82 1.26
O -2.54 -2.68 1.93
P -0.07 -1.63 2.29
O 0.62 -2.95 2.40
O -0.82 -1.39 3.74
O 0.60 -0.35 1.88
P -1.18 -2.69 -0.29
O -2.57 -3.29 -0.80
O -0.63 -1.77 -1.31
O -0.38 -3.97 0.15
H -2.47 0.04 1.89
H -3.13 -0.59 0.36
H -1.50 0.14 0.42
H -2.38 -2.57 2.87
H 0.22 -3.75 0.93
H -0.37 -1.93 4.40
H -2.99 -3.76 -0.06
C -1.74 2.89 -0.92
C -1.14 2.29 -2.19
C -2.00 1.12 -2.71
C -1.02 3.37 -3.27
C 0.20 1.77 -1.90
N 1.23 1.32 -1.65
H -2.64 3.45 -1.17
H -1.04 3.57 -0.43
H -2.01 2.11 -0.20
H -3.00 1.49 -2.95
H -2.07 0.33 -1.97
H -1.56 0.69 -3.61
H -2.01 3.76 -3.50
H -0.59 2.96 -4.19
H -0.39 4.19 -2.94
S 3.33 -2.31 -1.05
C 3.49 -1.12 0.15
N 3.86 0.22 -0.13
C 3.62 1.04 1.05
C 4.29 0.29 2.20
S 4.03 -1.47 1.82
H 3.36 0.55 -0.95
H 2.55 1.14 1.27
H 4.06 2.03 0.91
H 3.82 0.53 3.15
H 5.35 0.51 2.25

---

For the records above, the corresponding max |F| values read 0.77 0.48 eV Å⁻¹.
For the records above, the corresponding HOMO level values read -9.666 -3.819 eV.